(1)
DFT (ωB97M-V/def2-TZVPD) results for an isolated ion of composition C5H3O4 and charge -1 in a non-equilibrium geometry.

The energy above the lowest of the compared OMol25 structures with the same formula, charge and spin is 231.7 kJ/mol. The value obtained for the molar mass is 127.07 g mol⁻¹. As for the largest force on an atom: 3.77 eV Å⁻¹. As for the highest occupied orbital energy: -3.59 eV. The value obtained for the orbital gap is 6.8789 eV. The net charge is -1. The calculation puts the calculated total energy at -493.1937 hartree.

Each line ends with the natural charge from an NBO analysis.
Cartesian coordinates (Å):
1 O 0.547 0.733 1.784  -0.73
2 H 0.050 2.598 0.346  0.14
3 C 0.240 0.230 0.693  0.41
4 H 1.650 -1.880 1.471  0.48
5 O -0.073 -1.922 -1.986  -0.64
6 C 0.546 -0.926 0.062  -0.07
7 C -0.468 2.245 -0.533  -0.13
8 C -0.859 0.903 -0.309  -0.20
9 C -0.185 -0.999 -1.227  0.72
10 O -1.213 -0.065 -1.321  -0.52
11 O 1.499 -1.841 0.501  -0.72
12 H -1.733 0.923 0.518  0.26


(2)
DFT (ωB97M-V/def2-TZVPD) results for a 2-piece molecular cluster, C9H10BrFN2O overall.

The energy above the lowest of the compared OMol25 structures with the same formula, charge and spin is 0.0 kJ/mol. The value obtained for the molar mass is 261.09 g mol⁻¹. As for the largest force on an atom: 0.96 eV Å⁻¹. As for the highest occupied orbital energy (alpha / beta): -7.26 / -9.05 eV. The value obtained for the orbital gap (alpha / beta) is 6.3822 / 9.0267 eV. The calculation puts the calculated total energy at -3207.4556 hartree.

Each line ends with the natural charge from an NBO analysis.
Cartesian coordinates (Å):
1 H -2.311 1.712 -0.694  0.22
2 H -0.163 -0.459 3.483  0.19
3 N 1.590 -2.967 -3.020  -0.57
4 H 1.203 1.082 2.334  0.22
5 C 0.903 -2.630 -0.791  -0.35
6 C -0.794 -0.532 2.616  -0.33
7 C 0.064 -1.702 -1.280  0.29
8 H -1.611 -1.231 2.662  0.21
9 C -1.454 1.042 -0.784  -0.71
10 H 0.197 2.218 1.436  0.22
11 O 2.626 -4.177 -1.392  -0.58
12 H -1.581 0.470 -1.705  0.25
13 Br 1.046 -3.073 1.044  0.10
14 C 1.793 -3.354 -1.684  0.60
15 H 0.633 -1.803 -4.460  0.20
16 C 0.705 -2.021 -3.403  0.31
17 C -1.408 0.131 0.387  0.50
18 H -0.549 1.632 -0.859  0.23
19 H 2.178 -3.438 -3.698  0.43
20 H 1.182 1.034 0.570  0.22
21 C 0.575 1.197 1.457  -0.63
22 C -0.565 0.220 1.512  -0.16
23 F -2.475 -0.679 0.473  -0.34
24 N -0.039 -1.378 -2.571  -0.53


(3)
DFT (ωB97M-V/def2-TZVPD) results for one molecule with the formula C5H7N3 in a non-equilibrium geometry.

The energy above the lowest of the compared OMol25 structures with the same formula, charge and spin is 442.8 kJ/mol. The value obtained for the molar mass is 109.13 g mol⁻¹. As for the largest force on an atom: 1.80 eV Å⁻¹. As for the highest occupied orbital energy: -8.60 eV. The value obtained for the orbital gap is 8.8894 eV. Its SMILES is [H]/N=C/N(C)/N=C\C#C. The calculation puts the calculated total energy at -358.8497 hartree.

Each line ends with the natural charge from an NBO analysis.
Cartesian coordinates (Å):
1 H 2.063 -1.930 0.047  0.22
2 H 1.341 2.670 -0.007  0.35
3 H 2.828 -0.520 -0.759  0.22
4 C -2.335 -0.088 -0.027  -0.10
5 N 0.727 -0.448 -0.184  -0.25
6 H -2.122 -2.102 0.014  0.21
7 N -0.215 -1.414 -0.097  -0.17
8 C 2.118 -0.843 0.034  -0.41
9 N 1.557 1.655 0.006  -0.70
10 H 2.458 -0.462 1.050  0.21
11 H -0.593 1.237 -0.068  0.20
12 H -3.744 1.703 0.069  0.24
13 C -3.097 0.861 -0.040  -0.20
14 C -1.477 -1.245 0.056  -0.07
15 C 0.489 0.925 -0.094  0.24


(4)
DFT (ωB97M-V/def2-TZVPD) results for C3H6Cl2NO4S2 as an isolated structure.

The energy above the lowest of the compared OMol25 structures with the same formula, charge and spin is 0.0 kJ/mol. The value obtained for the molar mass is 255.12 g mol⁻¹. As for the largest force on an atom: 0.40 eV Å⁻¹. As for the highest occupied orbital energy: -6.21 eV. The value obtained for the orbital gap is 9.3384 eV. The net charge is -1. The calculation puts the calculated total energy at -2190.4552 hartree.

Each line ends with the natural charge from an NBO analysis.
Cartesian coordinates (Å):
1 H 0.332 -0.538 -1.296  0.26
2 C 1.944 -1.302 -0.094  -0.62
3 S -0.952 1.610 -0.175  2.33
4 H 0.323 0.163 1.240  0.24
5 Cl 1.734 1.979 0.971  -0.04
6 H 1.353 -1.774 0.690  0.23
7 N -1.872 0.433 -0.684  -1.24
8 O -1.468 2.250 1.011  -0.98
9 O -1.409 -1.779 0.395  -1.01
10 H 2.889 -0.944 0.312  0.21
11 C 0.574 0.767 0.372  -0.49
12 H 2.152 -2.054 -0.852  0.22
13 C 1.157 -0.157 -0.703  -0.21
14 Cl 2.212 0.701 -1.880  -0.08
15 H -2.303 -0.083 1.547  -0.06
16 O -0.580 2.436 -1.285  -0.95
17 O -3.731 -1.025 0.102  -0.97
18 S -2.355 -0.684 0.331  2.17